ORCA calculation (the ωB97M-V functional and the def2-TZVPD basis) on a structure of composition C8H13Cl2INO11P2PdS at a distorted geometry.

Last column: Mulliken charge in e.
Atoms and positions in Å:
Pd (-0.0906, 0.2917, -0.5621)  0.63
C (3.0801, -0.4113, 2.6102)  -1.15
C (2.2096, 0.7404, 2.4294)  0.86
O (2.7541, 1.8571, 2.2584)  -0.31
P (2.5565, 1.6381, -1.0351)  1.18
O (4.0918, 1.8930, -1.0061)  -0.53
O (1.8653, 2.9354, -0.5222)  -0.40
O (2.1735, 0.3876, -0.3012)  -0.47
P (0.3949, 0.6749, 2.0804)  0.71
O (-0.1980, 0.8910, 3.5233)  -0.52
O (0.1000, 1.8890, 1.2339)  -0.83
O (-0.1764, -0.5659, 1.4265)  -0.60
H (4.0159, -0.2486, 2.0736)  0.35
H (2.5837, -1.3155, 2.2585)  0.31
H (3.3196, -0.5295, 3.6755)  0.41
H (2.0766, 2.5760, 2.2164)  0.49
H (4.3988, 2.7621, -1.3007)  0.36
H (1.0717, 2.7721, 0.0494)  0.49
H (-1.1258, 0.6461, 3.6432)  0.39
I (-2.6452, 2.9543, -0.3724)  0.14
C (-3.1698, 0.9514, -0.6005)  -0.03
C (-4.5111, 0.6336, -0.7424)  -0.49
C (-4.8825, -0.6975, -0.8184)  -0.29
C (-3.9078, -1.6761, -0.7474)  -0.66
C (-2.5932, -1.2886, -0.6157)  0.62
N (-2.2289, -0.0033, -0.5516)  0.14
H (-5.2445, 1.4253, -0.7731)  0.44
H (-5.9258, -0.9661, -0.9187)  0.41
H (-4.1542, -2.7271, -0.7892)  0.44
H (-1.7995, -2.0144, -0.5211)  -0.39
O (-0.1702, 1.8417, -2.1905)  -0.54
S (0.7182, 1.0381, -3.0684)  1.10
O (2.2234, 1.5127, -2.5912)  -0.26
O (0.6030, -0.3458, -2.6184)  -0.57
O (0.6555, 1.2368, -4.4663)  -0.57
Cl (-1.1675, -4.5529, 0.0601)  -0.16
C (0.4818, -4.2631, -0.4940)  -0.44
Cl (0.8428, -2.5363, -0.7611)  0.08
H (0.6176, -4.7744, -1.4373)  0.35
H (1.1566, -4.6320, 0.2665)  0.29

* HOMO-LUMO gap: 6.58 eV
* highest occupied orbital energy: -11.93 eV
* E_LUMO: -5.4 eV
* E_tot: -98555.287 eV
* spin multiplicity: 1
* charge: +1



ORCA calculation (the ωB97M-V functional and the def2-TZVPD basis) on a cluster of 9 separate species, C36H60N4O10S5 in total at a distorted geometry.

Last column: Mulliken charge in e.
Atoms and positions in Å:
O (0.8387, 2.0868, 4.8579)  -0.67
S (2.1642, 1.5552, 4.6544)  1.45
O (2.4036, 0.1370, 4.5499)  -0.71
C (2.9142, 2.3575, 3.2198)  -0.26
C (3.7566, 3.5144, 3.8026)  -0.75
C (3.3269, 3.7544, 5.2496)  -0.60
C (3.2279, 2.3545, 5.8493)  -0.97
H (2.1428, 2.6511, 2.5141)  0.06
H (3.6375, 1.6358, 2.8489)  0.31
H (4.7984, 3.1947, 3.8138)  0.36
H (3.7010, 4.4335, 3.2198)  0.29
H (2.3605, 4.2393, 5.3855)  0.27
H (4.0774, 4.3606, 5.7578)  0.43
H (2.7853, 2.3207, 6.8420)  0.43
H (4.1907, 1.8412, 5.8540)  0.36
O (7.9326, -1.0651, -3.6629)  -0.66
S (7.1085, -0.7712, -4.7972)  1.12
O (7.7019, -0.2963, -6.0209)  -0.65
C (6.0388, -2.1567, -5.2402)  -0.77
C (4.6179, -1.7615, -4.8590)  -0.34
C (4.5110, -0.2263, -4.8872)  -0.48
C (5.7767, 0.3355, -4.2733)  -0.69
H (6.4169, -3.0577, -4.7629)  0.40
H (6.1613, -2.2618, -6.3161)  0.36
H (3.9374, -2.2286, -5.5711)  0.39
H (4.3455, -2.1654, -3.8816)  0.12
H (3.6490, 0.0684, -4.2922)  0.13
H (4.4361, 0.0931, -5.9268)  0.37
H (5.8023, 0.1968, -3.1898)  0.27
H (6.0840, 1.3492, -4.5136)  0.48
O (-0.3146, 1.4307, -1.2972)  -0.65
S (0.1904, 0.1101, -1.0642)  1.41
O (-0.5392, -1.0095, -1.6365)  -0.30
C (1.9109, -0.0931, -1.5155)  -0.77
C (2.5428, -0.8921, -0.3954)  -0.79
C (1.9259, -0.4154, 0.9299)  -0.25
C (0.4369, -0.1935, 0.7150)  -0.16
H (2.3563, 0.9053, -1.5239)  0.41
H (1.9825, -0.5395, -2.5050)  0.21
H (2.3271, -1.9574, -0.5106)  0.18
H (3.6238, -0.7636, -0.3912)  0.52
H (2.3711, 0.5192, 1.2686)  -0.41
H (2.1248, -1.1552, 1.7035)  0.56
H (0.0072, 0.7201, 1.1313)  0.58
H (-0.1865, -1.0254, 1.0318)  -0.44
O (-2.3625, 2.6151, 1.6369)  -0.96
S (-3.4720, 1.7318, 1.3758)  1.32
O (-3.4567, 0.3908, 1.9060)  -0.69
C (-5.0580, 2.5258, 1.6695)  -0.84
C (-5.6680, 2.7787, 0.2906)  -0.76
C (-5.1703, 1.6568, -0.6190)  -0.56
C (-3.6823, 1.5721, -0.4002)  0.47
H (-4.9542, 3.4050, 2.3000)  0.45
H (-5.6139, 1.7769, 2.2373)  0.34
H (-6.7529, 2.7559, 0.3906)  0.37
H (-5.3793, 3.7702, -0.0599)  0.32
H (-5.4467, 1.7963, -1.6624)  0.37
H (-5.6422, 0.7268, -0.2840)  0.25
H (-3.1794, 2.4639, -0.7912)  0.27
H (-3.1441, 0.7287, -0.8258)  -0.59
O (-2.5627, -1.1355, 7.0635)  -0.69
S (-2.4961, -1.8567, 5.8187)  1.20
O (-3.5988, -2.6881, 5.4090)  -0.68
C (-2.0879, -0.6882, 4.4904)  -0.67
C (-0.8110, -1.1822, 3.8674)  1.05
C (-0.0243, -1.8874, 4.9602)  -0.76
C (-0.9609, -2.7963, 5.7363)  -0.87
H (-1.9543, 0.2672, 4.9988)  0.33
H (-2.9904, -0.6736, 3.8897)  0.24
H (-1.0474, -1.9025, 3.0702)  -0.08
H (-0.2336, -0.4193, 3.3494)  -0.44
H (0.3869, -1.1407, 5.6428)  0.16
H (0.8065, -2.4874, 4.5894)  0.43
H (-0.6630, -3.0717, 6.7452)  0.48
H (-1.1568, -3.7248, 5.1975)  0.39
C (1.5786, 5.8774, 1.0348)  -0.64
C (1.0290, 5.6708, -0.2686)  -0.74
C (0.1438, 4.6298, -0.1711)  -0.39
N (0.0544, 4.2717, 1.1416)  0.33
C (0.9859, 4.9644, 1.8652)  -0.75
H (2.4077, 6.5428, 1.2121)  0.42
H (1.3015, 6.2367, -1.1434)  0.42
H (-0.5626, 4.2760, -0.9034)  0.42
H (-0.6259, 3.6170, 1.5010)  0.35
H (1.0311, 4.8133, 2.9323)  0.80
C (-2.6292, -2.7055, -0.0923)  1.47
C (-3.8809, -2.9373, 0.5537)  -1.04
C (-4.5652, -3.8307, -0.2247)  -0.82
N (-3.7750, -4.1599, -1.2940)  0.21
C (-2.5967, -3.4721, -1.2199)  -1.83
H (-1.8531, -2.0315, 0.2198)  0.40
H (-4.2107, -2.4452, 1.4532)  0.55
H (-5.5730, -4.1839, -0.0865)  0.39
H (-4.0211, -4.7825, -2.0432)  0.21
H (-1.8370, -3.6488, -1.9654)  0.45
C (1.0125, -5.0932, -4.0523)  -0.65
C (-0.0309, -4.6876, -4.9332)  -0.61
C (-0.4179, -3.4284, -4.5609)  -0.61
N (0.4185, -3.0189, -3.5498)  0.58
C (1.2763, -4.0317, -3.2281)  -0.57
H (1.4825, -6.0613, -4.0106)  0.45
H (-0.5270, -5.3133, -5.6567)  0.42
H (-1.1300, -2.7341, -4.9763)  0.48
H (0.2550, -2.1885, -3.0003)  0.13
H (1.9127, -3.9345, -2.3635)  0.41
C (-4.0355, 0.4662, -4.4917)  -0.67
C (-5.1349, -0.2785, -3.9826)  -0.84
C (-4.6418, -1.1118, -3.0215)  -0.32
N (-3.3016, -0.9127, -2.9197)  0.80
C (-2.9250, 0.0581, -3.8063)  -0.71
H (-3.9890, 1.2649, -5.2145)  0.43
H (-6.1437, -0.2793, -4.3617)  0.46
H (-5.1100, -1.8727, -2.4175)  0.35
H (-2.7039, -1.3574, -2.2410)  -0.17
H (-1.8968, 0.3745, -3.8707)  0.44

* HOMO-LUMO gap: 8.21 eV
* highest occupied orbital energy: -8.27 eV
* E_LUMO: -0.1 eV
* E_tot: -118914.812 eV
* spin multiplicity: 1
* SMILES: O=S1(=O)CCCC1.O=S1(=O)CCCC1.O=S1(=O)CCCC1.O=S1(=O)CCCC1.O=S1(=O)CCCC1.c1cc[nH]c1.c1cc[nH]c1.c1cc[nH]c1.c1cc[nH]c1



ORCA calculation (the ωB97M-V functional and the def2-TZVPD basis) on a cluster of 2 separate species, C2H5NOSi in total at a distorted geometry.

Last column: Mulliken charge in e.
Atoms and positions in Å:
C (0.6079, -2.1301, 1.2117)  0.14
C (-0.9846, 0.9323, -0.8298)  -0.53
N (0.3013, -3.1604, 1.6138)  -0.39
O (0.2826, 0.5833, -1.1319)  -0.30
Si (1.2294, -0.3824, 0.8521)  0.47
H (-1.6815, -0.0314, -0.6574)  0.29
H (-1.3860, 1.3692, -1.7725)  0.25
H (-0.9918, 1.5387, 0.1106)  0.32
H (0.5444, 0.7164, 1.4220)  -0.15
H (2.5930, -0.3904, 0.6025)  -0.09

* HOMO-LUMO gap (alpha / beta): 7.17 / 8.55 eV
* highest occupied orbital energy (alpha / beta): -6.55 / -11.53 eV
* E_LUMO (alpha / beta): 0.6 / -3.0 eV
* E_tot: -13564.728 eV
* spin multiplicity: 3



ORCA calculation (the ωB97M-V functional and the def2-TZVPD basis) on a cluster of 2 separate species, H5NO2 in total at a distorted geometry.

Last column: Mulliken charge in e.
Atoms and positions in Å:
O (-0.5848, -0.9028, -1.1462)  -0.39
O (0.4501, -0.8137, -0.2393)  -0.36
H (-0.9903, -1.7876, -0.9642)  0.33
H (0.0541, -0.1991, 0.3748)  0.48
N (0.1412, 1.4645, 1.1160)  -0.82
H (0.3270, 1.4901, 2.1742)  0.26
H (1.0759, 1.6447, 0.6882)  0.26
H (-0.3779, 2.3323, 0.9987)  0.25

* HOMO-LUMO gap: 10.85 eV
* highest occupied orbital energy: -9.93 eV
* E_LUMO: 0.9 eV
* E_tot: -5663.329 eV
* spin multiplicity: 1
* SMILES: OO.N